Record 1
# C28H80N4O10

10 unconnected molecules or ions with the total composition C28H80N4O10 at a distorted geometry (wB97M-V/def2-TZVPD, the OMol25 dataset).

Each line ends with the Löwdin charge.
Atoms and positions in Å:
C 1.822 0.278 -0.525  -0.0666
C 0.452 -0.282 -0.955  -0.4315
C 0.279 -1.838 -0.537  -0.1595
O -1.112 -2.160 -0.780  -0.2081
C -1.360 -3.554 -0.971  -0.1096
N -0.627 0.545 -0.488  0.0279
H 2.067 1.263 -0.922  0.0755
H 2.597 -0.350 -0.966  0.0691
H 1.907 0.214 0.560  0.0750
H 0.383 -0.256 -2.043  0.1242
H 0.432 -1.881 0.542  0.1147
H 1.090 -2.344 -1.061  0.1154
H -2.411 -3.757 -1.175  0.0840
H -1.150 -4.139 -0.076  0.0795
H -0.745 -3.979 -1.765  0.0819
H -0.488 0.805 0.478  0.0666
H -1.520 0.074 -0.472  0.0619
C 3.474 8.554 0.589  -0.1091
C 2.752 9.654 -0.116  -0.4362
C 3.315 9.914 -1.567  -0.1959
O 2.561 10.929 -2.173  -0.1689
C 2.923 11.074 -3.530  -0.1257
N 1.373 9.219 -0.135  0.0273
H 4.535 8.794 0.518  0.0697
H 3.383 7.608 0.055  0.0846
H 3.367 8.515 1.673  0.0839
H 2.878 10.478 0.586  0.1371
H 3.469 9.000 -2.141  0.1284
H 4.253 10.422 -1.345  0.1210
H 2.763 10.158 -4.099  0.0772
H 3.991 11.235 -3.675  0.0821
H 2.357 11.772 -4.147  0.0875
H 1.195 8.848 0.787  0.0646
H 1.259 8.469 -0.801  0.0727
C -1.345 4.152 6.893  -0.0653
C -1.528 4.839 5.500  -0.4426
C -2.886 4.347 4.968  -0.2422
O -2.739 3.059 4.364  -0.1848
C -4.085 2.467 4.138  -0.0624
N -1.418 6.243 5.651  0.0272
H -1.853 3.197 7.028  0.0672
H -1.685 4.754 7.736  0.0708
H -0.312 3.882 7.109  0.0680
H -0.757 4.520 4.799  0.1371
H -3.296 4.989 4.188  0.1173
H -3.619 4.564 5.744  0.1210
H -4.779 3.113 3.599  0.0842
H -4.432 2.221 5.142  0.0789
H -3.977 1.484 3.680  0.0793
H -0.600 6.460 6.202  0.0767
H -2.210 6.451 6.242  0.0696
C -5.193 -6.233 5.015  -0.0615
C -4.141 -5.363 5.722  -0.4343
C -4.537 -4.928 7.183  -0.2064
O -3.565 -4.396 8.057  -0.1958
C -3.015 -3.186 7.604  -0.1189
N -3.033 -6.227 5.835  0.0110
H -6.170 -5.762 4.904  0.0736
H -5.344 -7.237 5.414  0.0773
H -4.805 -6.411 4.012  0.0762
H -3.779 -4.489 5.182  0.1286
H -4.781 -5.813 7.771  0.1239
H -5.439 -4.320 7.255  0.1162
H -3.815 -2.445 7.596  0.0914
H -2.480 -3.256 6.657  0.0794
H -2.225 -2.906 8.301  0.0888
H -3.267 -7.140 6.198  0.0761
H -2.282 -5.902 6.427  0.0743
C 6.567 4.977 -5.004  -0.0846
C 7.341 6.123 -5.690  -0.2858
O 8.289 6.650 -4.718  -0.1095
H 6.394 4.197 -5.745  0.0649
H 5.655 5.437 -4.623  0.0664
H 7.142 4.499 -4.211  0.0715
H 6.696 6.856 -6.176  0.1050
H 8.090 5.793 -6.410  0.1025
H 7.875 7.352 -4.211  0.0697
C -0.346 -5.350 -8.718  -0.0775
C 0.487 -4.057 -9.022  -0.3269
O 0.825 -4.065 -10.372  -0.0811
H -0.468 -5.498 -7.645  0.0643
H 0.030 -6.291 -9.120  0.0681
H -1.316 -5.252 -9.206  0.0642
H 1.407 -4.136 -8.444  0.0978
H -0.022 -3.126 -8.771  0.1083
H 1.004 -3.170 -10.668  0.0828
C -8.310 -8.762 -2.101  -0.0988
C -9.282 -8.065 -2.981  -0.3900
O -8.850 -7.974 -4.285  -0.0466
H -8.773 -8.910 -1.126  0.0771
H -7.349 -8.256 -2.001  0.0750
H -8.008 -9.762 -2.413  0.0764
H -9.675 -7.160 -2.518  0.1126
H -10.177 -8.688 -2.979  0.1058
H -9.553 -7.493 -4.728  0.0885
C 3.152 -9.632 -2.836  -0.0825
C 4.217 -10.600 -2.262  -0.3450
O 3.676 -11.808 -1.832  -0.0715
H 2.556 -9.957 -3.689  0.0736
H 3.665 -8.685 -3.008  0.0669
H 2.541 -9.393 -1.966  0.0655
H 4.628 -10.149 -1.359  0.1082
H 4.972 -10.696 -3.042  0.1015
H 4.108 -12.103 -1.027  0.0833
C 5.540 -1.398 6.727  -0.0717
C 4.449 -2.091 5.862  -0.3505
O 3.342 -1.285 5.844  -0.0867
H 5.760 -0.410 6.323  0.0716
H 6.423 -2.015 6.562  0.0642
H 5.320 -1.395 7.795  0.0714
H 4.067 -2.970 6.382  0.1069
H 4.804 -2.313 4.856  0.1060
H 2.506 -1.651 5.546  0.0887
C -0.342 4.458 -6.582  -0.1121
C -0.509 5.593 -5.603  -0.3111
O 0.268 5.374 -4.396  -0.0822
H 0.725 4.438 -6.807  0.0730
H -0.942 4.506 -7.490  0.0728
H -0.608 3.473 -6.197  0.0695
H -1.574 5.606 -5.373  0.1006
H -0.347 6.534 -6.129  0.1107
H -0.140 4.695 -3.854  0.0780

Its SMILES is COC[C@H](C)N.COC[C@H](C)N.COC[C@H](C)N.COC[C@H](C)N.CCO.CCO.CCO.CCO.CCO.CCO. Its highest occupied orbital energy is -8.6918 eV. Its energy is -2085.9091 Ha. The value obtained for the energy above the lowest of the compared OMol25 structures with the same formula, charge and spin is 5.1260 eV.

=====

Record 2
# C21H28BrNO9SbSn

A molecular structure, C21H28BrNO9SbSn at a distorted geometry (wB97M-V/def2-TZVPD, the OMol25 dataset).

Each line ends with the Löwdin charge.
Atoms and positions in Å:
Sn 1.379 -2.723 -0.680  1.5801
O 5.210 -0.547 -4.278  0.1303
C 4.596 -0.753 -3.113  -0.4979
O 4.371 -1.840 -2.649  0.0998
C 4.204 0.563 -2.482  -0.1091
O 3.772 0.381 -1.154  -0.0926
C 2.841 1.353 -0.757  -0.1165
C 1.422 1.012 -1.181  -0.5737
O 0.536 1.912 -0.807  -0.1746
O 1.147 -0.001 -1.812  -0.0272
H 5.451 -1.393 -4.675  0.1363
H 3.413 0.986 -3.109  0.1441
H 5.065 1.233 -2.515  0.1474
H 3.112 2.345 -1.128  0.1466
H 2.833 1.382 0.332  0.1415
C -1.348 4.421 -0.660  -0.1630
C -1.991 3.333 -1.521  -0.3488
Sb -1.439 1.362 -0.865  1.8253
C -1.796 0.246 -2.677  -0.3152
C -3.289 0.118 -2.945  -0.1460
C -1.670 1.480 1.262  -0.3247
C -3.082 1.879 1.656  -0.1414
H -1.576 5.403 -1.074  0.0818
H -0.263 4.317 -0.630  0.0642
H -1.721 4.397 0.366  0.0652
H -1.683 3.401 -2.564  0.0664
H -3.081 3.398 -1.485  0.0618
H -1.288 -0.702 -2.544  0.0429
H -1.282 0.843 -3.429  0.0764
H -3.790 -0.434 -2.151  0.0579
H -3.434 -0.425 -3.881  0.0890
H -3.773 1.092 -3.050  0.0740
H -0.911 2.213 1.532  0.0623
H -1.401 0.487 1.597  0.0494
H -3.432 2.772 1.133  0.0648
H -3.093 2.100 2.725  0.0890
H -3.785 1.067 1.472  0.0763
Br 0.872 2.554 4.971  0.7483
C 1.505 0.803 4.603  -0.6678
C 2.104 0.054 5.601  -0.1017
C 2.539 -1.232 5.304  -0.0457
C 2.364 -1.758 4.034  -0.0019
C 1.770 -0.988 3.039  -0.1239
C 1.343 0.300 3.327  -0.0762
C 1.581 -1.560 1.674  -0.5937
O 1.631 -2.816 1.538  -0.1191
O 1.412 -0.825 0.658  -0.1374
H 2.232 0.466 6.593  0.1098
H 3.004 -1.829 6.077  0.1157
H 2.684 -2.764 3.799  0.1239
H 0.882 0.903 2.564  0.0846
O -0.116 -4.664 -0.942  -0.0629
C -1.121 -3.982 -0.756  -0.5228
C -2.561 -4.430 -0.758  -0.0541
C -3.309 -3.151 -0.375  -0.0563
C -2.214 -2.092 -0.298  -0.4584
O -2.454 -0.901 -0.083  -0.0842
N -1.002 -2.643 -0.519  0.0578
H -2.695 -5.253 -0.058  0.1341
H -2.819 -4.801 -1.750  0.1349
H -3.797 -3.223 0.596  0.1324
H -4.060 -2.845 -1.100  0.1223

Its highest occupied orbital energy is -11.5037 eV. Its energy is -4577.3812 Ha. As for the net charge: +1. The value obtained for the energy above the lowest of the compared OMol25 structures with the same formula, charge and spin is 0.2980 eV.

=====

Record 3
# C3H30NO16

14 unconnected molecules or ions with the total composition C3H30NO16 at a distorted geometry (wB97M-V/def2-TZVPD, the OMol25 dataset).

Each line ends with the Löwdin charge.
Atoms and positions in Å:
O 3.845 0.196 2.717  0.0411
C 3.055 0.018 1.826  -0.2246
C 1.904 0.945 1.482  -0.1520
N 1.482 0.747 0.121  0.0541
C 0.402 -0.111 -0.195  -0.6478
O 0.293 -0.449 -1.389  -0.0162
O -0.312 -0.466 0.807  -0.0994
H 3.283 -0.753 1.062  0.1290
H 1.036 1.018 2.123  0.1099
H 2.295 1.976 1.553  0.1206
H 2.109 0.692 -0.670  0.0807
H -0.651 -1.751 -4.465  0.0287
H -1.218 -0.763 -3.284  -0.0108
O -1.209 -1.030 -4.191  -0.0416
H -3.715 -2.591 0.460  -0.0088
H -2.991 -3.863 0.121  0.0395
O -3.500 -3.436 0.818  -0.0466
H -3.426 -0.495 -0.001  0.0531
H -2.046 -0.360 0.744  0.0151
O -3.030 -0.281 0.836  -0.0655
H 0.706 4.257 1.536  0.0439
H -0.416 3.685 0.599  0.0049
O 0.161 4.424 0.768  -0.0563
H 3.537 0.131 -2.138  -0.0054
H 3.626 -1.262 -2.746  0.0354
O 3.519 -0.803 -1.915  -0.0538
H 0.797 -2.073 2.730  0.0214
H -0.441 -2.645 2.170  -0.0042
O 0.496 -2.857 2.259  -0.0644
H 0.702 -2.615 -2.141  -0.0203
H 1.979 -3.339 -2.298  0.0210
O 1.052 -3.412 -2.519  -0.0429
H -3.051 -2.722 2.867  0.0143
H -2.434 -1.258 2.634  -0.0013
O -2.482 -2.030 3.202  -0.0561
H -1.443 1.908 2.382  0.0756
H -0.950 1.302 1.094  0.0204
O -1.043 2.167 1.545  -0.0680
H -1.076 -1.673 -1.529  -0.0040
H -1.244 -1.917 -0.114  0.0046
O -1.613 -2.258 -0.944  -0.0779
H 1.824 1.132 -2.651  0.0224
H 2.326 2.646 -2.407  0.0142
O 2.549 1.755 -2.727  -0.0673
H 1.257 4.497 -0.900  0.0316
H 2.201 3.333 -0.391  0.0103
O 2.062 3.990 -1.069  -0.0628
H -2.914 2.606 0.419  0.0081
H -3.661 1.416 0.803  -0.0092
O -3.630 2.373 1.010  -0.0927

Its highest occupied orbital energy is -7.1684 eV. Its energy is -1391.0356 Ha. As for the net charge: -1. The value obtained for the energy above the lowest of the compared OMol25 structures with the same formula, charge and spin is 0.1903 eV.

=====

Record 4
# C8H4F6NO2RhSSbSeTe

A molecular structure, C8H4F6NO2RhSSbSeTe at a distorted geometry (wB97M-V/def2-TZVPD, the OMol25 dataset).

Each line ends with the Löwdin spin population.
Atoms and positions in Å:
Rh 0.050 0.243 0.036  -0.0079
O 0.374 -0.087 4.138  0.0001
C 0.793 -0.133 2.987  -0.0003
O 0.018 -0.284 1.972  -0.0003
C 2.299 -0.083 2.764  0.0008
C 3.068 0.020 3.927  -0.0002
C 4.448 0.053 3.898  0.0011
C 5.097 -0.021 2.670  0.0000
C 4.360 -0.135 1.510  0.0017
C 2.955 -0.168 1.525  0.0013
S 2.241 -0.371 -0.074  0.0397
H 2.525 0.068 4.861  0.0000
H 5.013 0.132 4.819  0.0001
H 6.180 0.009 2.619  0.0000
H 4.856 -0.201 0.549  0.0002
F 0.107 0.913 -1.818  0.0053
Sb 0.124 0.056 -3.679  0.0260
F -0.651 -2.396 -2.930  0.0793
F 2.083 -0.138 -3.998  0.0122
F 0.091 -0.278 -5.574  0.0068
F 0.502 1.899 -3.948  0.0005
F -1.731 0.581 -4.019  0.0078
Te -0.708 -2.025 -0.839  0.8124
Se -4.559 2.087 -0.053  -0.0008
C -2.880 1.467 0.071  0.0005
N -1.799 1.071 0.215  0.0138

Its spin multiplicity is 2. Its highest occupied orbital energy (spin up / spin down) is -2.4608 / -2.3317 eV. Its energy is -4530.3045 Ha. As for the net charge: -2. The value obtained for the energy above the lowest of the compared OMol25 structures with the same formula, charge and spin is 2.7513 eV.